No. 1
Formula: C3H5FN3
Source: the Open Molecules 2025 dataset
Level of theory: ωB97M-V with the def2-TZVPD basis set

```
! RIJCOSX wB97M-V def2-TZVPD def2/J DEFGRID3
* xyz 1 1
C 1.355 -1.141 0.113
N 1.701 0.118 0.267
C 0.735 1.123 0.173
N -0.517 1.024 0.079
C -1.549 0.290 -0.399
N -2.529 -0.075 0.383
F -3.543 -0.744 -0.102
H 0.315 -1.225 -0.176
H 1.933 -2.043 0.266
H 2.555 0.394 0.552
H 1.089 2.138 0.334
H -1.545 0.142 -1.489
*
```

Relative energy (zero: lowest compared OMol25 entry of this formula, charge and spin) (eV): 4.6014
Electronic energy (Ha): -380.99792
Frontier orbital gap (spin up / spin down) (eV): 6.6 / 6.6

No. 2
Formula: C3H5FO
Source: the Open Molecules 2025 dataset
Level of theory: ωB97M-V with the def2-TZVPD basis set

```
! RIJCOSX wB97M-V def2-TZVPD def2/J DEFGRID3
* xyz 0 1
C -1.031 -0.692 0.238
C -0.197 0.406 -0.299
F -0.521 1.654 0.144
C 1.496 0.247 0.071
O 2.410 -0.576 0.033
H -1.978 -0.765 -0.386
H -1.467 -0.586 1.134
H -0.348 -1.664 0.224
H -0.250 0.607 -1.439
H 1.886 1.368 0.280
*
```

Relative energy (zero: lowest compared OMol25 entry of this formula, charge and spin) (eV): 1.6145
Electronic energy (Ha): -292.33698
Frontier orbital gap (eV): 10.4

No. 3
Formula: C3H5FO
Source: the Open Molecules 2025 dataset
Level of theory: ωB97M-V with the def2-TZVPD basis set

```
! RIJCOSX wB97M-V def2-TZVPD def2/J DEFGRID3
* xyz 0 1
O 1.760 -0.698 -0.155
C 0.313 -0.643 -0.065
C -0.197 -0.030 1.185
C -0.323 0.679 -0.159
F -1.567 0.699 -0.677
H 1.945 -0.881 -1.132
H -0.356 -1.404 -0.559
H -1.158 -0.413 1.647
H 0.548 0.322 1.915
H 0.278 1.639 -0.304
*
```

Relative energy (zero: lowest compared OMol25 entry of this formula, charge and spin) (eV): 1.2153
Electronic energy (Ha): -292.35165
Frontier orbital gap (eV): 10.8

No. 4
Formula: C3H5FO2P
Source: the Open Molecules 2025 dataset
Level of theory: ωB97M-V with the def2-TZVPD basis set

```
! RIJCOSX wB97M-V def2-TZVPD def2/J DEFGRID3
* xyz -1 1
C -1.741 -1.009 -0.487
C -0.926 -0.320 0.300
F -1.502 0.882 0.731
P 0.994 -0.330 0.173
C 1.570 1.171 -0.661
O 1.528 -1.686 -0.218
O 1.121 0.048 1.782
H -1.587 -2.031 -0.730
H -2.725 -0.536 -0.816
H 1.690 0.935 -1.644
H 0.939 2.063 -0.307
H 0.639 0.812 1.876
*
```

Relative energy (zero: lowest compared OMol25 entry of this formula, charge and spin) (eV): 3.3447
Electronic energy (Ha): -709.01813
Frontier orbital gap (eV): 7.1